The following is a quantum chemistry calculation of a structure of composition C30H38IrN8O3PS2, from the Open Molecules 2025 dataset.

Relative energy (zero: lowest compared OMol25 entry of this formula, charge and spin), kcal/mol: 0.00
Max |F|, hartree/bohr: 0.015
Calculated total energy, eV: -83576.7969
Total charge: +2

Last column: Löwdin charge in e.
Atoms and positions in Å:
Ir  0.36  -0.91  -0.18  0.945
S  -1.84  -1.31  0.26  0.653
C  -2.41  -0.88  -1.35  -0.722
N  -3.64  -0.64  -1.67  0.083
N  -4.51  -0.66  -0.66  -0.006
C  -5.71  0.08  -0.79  -0.247
C  -6.74  -0.16  0.11  -0.033
C  -7.89  0.60  0.05  -0.071
C  -8.04  1.58  -0.91  -0.075
C  -7.01  1.81  -1.81  -0.069
C  -5.84  1.07  -1.76  -0.030
N  -1.52  -0.83  -2.40  0.094
N  -0.30  -0.84  -2.12  -0.158
C  0.57  -1.00  -3.26  -0.249
C  1.76  -0.30  -3.34  -0.051
C  2.56  -0.46  -4.46  -0.063
C  2.18  -1.32  -5.48  -0.052
C  0.98  -2.03  -5.38  -0.049
C  0.17  -1.86  -4.28  -0.013
H  -4.59  -1.54  -0.16  0.140
H  -6.63  -0.94  0.86  0.113
H  -8.69  0.41  0.76  0.112
H  -8.94  2.17  -0.96  0.110
H  -7.12  2.57  -2.58  0.111
H  -5.04  1.24  -2.46  0.104
H  2.02  0.40  -2.56  0.089
H  3.47  0.11  -4.56  0.104
H  2.80  -1.44  -6.35  0.117
H  0.68  -2.69  -6.18  0.118
H  -0.77  -2.40  -4.19  0.118
C  1.86  1.87  3.29  -0.042
C  1.92  1.76  1.79  -0.255
O  0.59  1.99  1.26  -0.227
P  -0.05  1.27  0.01  0.511
O  0.53  1.89  -1.30  -0.265
C  0.42  3.32  -1.64  -0.196
C  1.65  4.07  -1.19  -0.056
O  -1.52  1.79  0.04  -0.260
C  -2.39  1.89  1.22  -0.241
C  -2.60  3.34  1.55  -0.050
H  2.87  1.80  3.71  0.096
H  1.26  1.07  3.72  0.059
H  1.44  2.82  3.59  0.094
H  2.27  0.78  1.46  0.071
H  2.57  2.53  1.36  0.118
H  -0.50  3.71  -1.19  0.117
H  0.31  3.33  -2.72  0.130
H  1.67  4.19  -0.11  0.071
H  1.64  5.07  -1.64  0.095
H  2.55  3.56  -1.52  0.083
H  -1.94  1.33  2.04  0.106
H  -3.31  1.39  0.93  0.105
H  -1.65  3.83  1.79  0.080
H  -3.25  3.42  2.42  0.093
H  -3.07  3.86  0.72  0.090
C  5.37  0.10  -1.96  -0.070
C  4.73  -0.35  -0.65  -0.210
C  3.75  -1.47  -0.82  -0.565
N  2.51  -1.41  -0.52  -0.119
N  1.79  -2.56  -0.74  -0.094
C  2.53  -3.52  -1.24  -0.649
N  2.09  -4.74  -1.54  0.147
S  4.19  -3.03  -1.44  1.186
H  6.08  0.90  -1.76  0.090
H  4.62  0.48  -2.65  0.056
H  5.92  -0.71  -2.44  0.081
H  4.19  0.47  -0.17  0.107
H  5.50  -0.68  0.05  0.126
H  1.11  -4.96  -1.40  0.128
H  2.67  -5.42  -2.01  0.119
N  0.82  -1.22  1.78  0.024
C  1.03  -1.53  2.86  -0.052
C  1.30  -1.92  4.21  -0.218
C  0.43  -1.51  5.22  -0.018
C  0.69  -1.90  6.52  -0.040
C  1.80  -2.70  6.80  -0.030
C  2.66  -3.10  5.79  -0.043
C  2.42  -2.71  4.48  -0.015
H  -0.42  -0.89  4.99  0.125
H  0.03  -1.59  7.32  0.121
H  1.99  -3.00  7.82  0.122
H  3.52  -3.71  6.02  0.120
H  3.08  -3.02  3.68  0.122

***

The following is a quantum chemistry calculation of a structure of composition C24H33N2O4P2PmS2, from the Open Molecules 2025 dataset.

Spin multiplicity: 5
Relative energy (zero: lowest compared OMol25 entry of this formula, charge and spin), kcal/mol: 57.42
⟨S²⟩: 6.01
Max |F|, hartree/bohr: 0.121
Calculated total energy, eV: -93392.0515

Last column: Löwdin charge in e.
Atoms and positions in Å:
C  -3.10  -1.04  2.58  -0.068
C  -1.80  -0.80  2.07  -0.378
N  -1.61  0.14  1.05  -0.009
C  -2.71  0.76  0.55  -0.364
C  -3.99  0.58  1.07  -0.081
C  -4.19  -0.35  2.09  -0.087
C  -0.74  -1.54  2.63  -0.316
P  0.98  -1.49  2.15  0.773
Pm  0.89  0.80  0.36  1.294
P  -1.16  1.32  -1.69  0.824
C  -2.58  1.73  -0.61  -0.308
C  2.67  -0.44  -0.78  -0.356
C  3.43  0.68  -0.31  -0.219
C  3.17  1.95  -0.84  -0.178
C  2.32  2.11  -1.94  -0.198
C  1.75  0.98  -2.55  -0.195
C  1.91  -0.29  -1.98  -0.169
O  -0.53  -5.25  0.66  -0.033
O  -0.23  -2.08  -4.18  -0.034
H  -3.19  -1.78  3.37  0.101
H  -4.80  1.16  0.64  0.100
H  -5.19  -0.52  2.49  0.103
C  1.85  -1.62  3.76  -0.264
C  1.38  -3.09  1.35  -0.254
H  -3.49  1.69  -1.23  0.094
H  -2.47  2.76  -0.22  0.065
H  -0.01  -5.97  0.43  0.011
H  -1.02  -2.20  3.45  0.057
C  -1.22  2.72  -2.85  -0.253
C  -1.93  0.01  -2.69  -0.248
H  4.08  0.57  0.56  0.095
H  3.64  2.83  -0.40  0.119
H  2.10  3.10  -2.33  0.097
H  1.17  1.09  -3.47  0.100
H  1.42  -1.15  -2.45  0.091
H  1.93  -0.77  0.14  -0.065
H  -0.30  -1.96  -5.14  0.069
H  -0.67  -2.87  -4.00  0.013
H  -1.09  -5.06  -0.11  0.063
H  2.50  -1.34  -0.11  0.065
H  2.57  -2.45  3.73  0.033
H  2.38  -0.68  3.96  -0.010
H  1.11  -1.79  4.55  0.043
H  2.10  -3.62  1.99  0.041
H  0.49  -3.72  1.20  0.011
H  1.85  -2.92  0.37  0.021
H  -2.60  0.47  -3.43  0.047
H  -1.17  -0.60  -3.22  0.001
H  -2.50  -0.66  -2.04  0.054
H  -2.13  2.65  -3.45  0.047
H  -1.17  3.67  -2.30  0.027
H  -0.34  2.66  -3.50  0.034
O  -1.56  4.30  1.05  -0.283
S  -0.18  4.43  0.65  0.678
O  0.13  4.76  -0.74  -0.294
N  0.66  3.03  1.06  -0.294
C  1.56  3.19  2.06  -0.788
S  2.37  1.82  2.62  0.683
C  1.69  4.56  2.48  -0.217
C  2.60  5.16  3.36  -0.002
C  2.54  6.53  3.57  -0.053
C  1.57  7.31  2.92  -0.050
C  0.66  6.73  2.02  -0.027
C  0.76  5.37  1.79  -0.220
H  3.34  4.51  3.85  0.115
H  3.25  7.01  4.25  0.110
H  1.51  8.39  3.11  0.110
H  -0.11  7.29  1.50  0.126

***

The following is a quantum chemistry calculation of a cluster of 8 separate species, C7H29N14O8 in total, from the Open Molecules 2025 dataset.

Spin multiplicity: 2
⟨S²⟩: 0.76
Max |F|, hartree/bohr: 0.181
Calculated total energy, eV: -44968.4096

Last column: Löwdin charge in e.
Atoms and positions in Å:
O  0.27  -0.16  0.65  -0.404
H  0.39  0.53  -0.03  -0.024
C  1.53  0.37  3.83  -0.850
O  1.85  0.40  4.96  0.092
N  0.88  -0.60  3.28  0.138
N  1.95  1.17  2.91  0.189
H  0.47  -0.34  2.39  0.000
H  0.45  -1.34  3.81  0.119
H  1.85  0.73  2.01  0.063
H  2.58  1.91  3.19  0.135
C  0.15  2.14  -3.64  -0.706
O  -0.77  2.91  -3.26  -0.007
N  0.58  1.79  -4.86  0.172
N  0.98  1.60  -2.85  0.155
H  1.24  1.02  -4.86  0.111
H  0.10  2.18  -5.65  0.126
H  1.15  2.03  -1.95  0.134
H  1.50  0.79  -3.17  0.111
C  -3.47  0.84  -1.86  -0.783
O  -4.59  0.44  -1.69  0.067
N  -2.48  0.76  -1.02  0.187
N  -3.07  1.44  -2.95  0.178
H  -2.49  0.17  -0.20  0.083
H  -1.55  0.98  -1.35  0.076
H  -3.96  1.67  -3.39  0.124
H  -2.18  1.80  -3.25  0.050
C  -2.60  -2.28  1.70  -0.770
O  -3.67  -2.88  2.09  -0.013
N  -2.19  -2.18  0.53  0.199
N  -1.64  -2.01  2.49  0.167
H  -2.67  -2.71  -0.18  0.158
H  -1.31  -1.69  0.42  0.054
H  -1.85  -1.88  3.47  0.125
H  -0.76  -1.65  2.14  0.058
C  0.50  -2.61  -1.75  -0.783
O  0.60  -3.44  -2.70  -0.015
N  0.86  -2.80  -0.56  0.174
N  0.14  -1.38  -1.91  0.160
H  0.82  -1.98  0.04  0.050
H  1.18  -3.69  -0.19  0.144
H  -0.10  -0.96  -1.02  0.024
H  0.09  -0.95  -2.82  0.107
C  4.14  -0.07  0.19  -0.706
O  4.34  0.85  1.01  0.011
N  5.10  -0.58  -0.55  0.142
N  3.15  -0.94  0.04  0.157
H  5.99  -0.12  -0.72  0.125
H  4.71  -1.22  -1.22  0.097
H  2.24  -0.69  0.41  0.049
H  3.28  -1.53  -0.77  0.098
C  -1.93  2.21  2.57  -0.685
O  -2.68  3.04  2.98  0.202
N  -1.93  1.04  3.07  0.312
N  -1.21  2.29  1.45  0.346
H  -1.14  0.43  2.94  0.083
H  -2.60  0.78  3.78  0.169
H  -0.59  1.51  1.30  0.067
H  -1.65  2.86  0.74  0.154